Entry 1:
A cluster of 5 separate species, C60H91Br2F8N4O8P in total. Source: the OMol25 dataset; level of theory: wB97M-V/def2-TZVPD.

Output
HOMO energy = -8.1475 eV
Kohn-Sham gap = 6.51 eV
E = -257132.02985 eV
LUMO level = -1.63 eV
Structure (SMILES) = CC(=O)OCCc1c2c(c(OC(=O)c3ccccc3)c(CCOCC(F)(F)C(F)(F)C(F)(F)C(F)F)c1P(C)O)C(=O)c1cccc([C@H](Br)[C@H](C)Br)c1C2=O.CCN(CC)CC.CCN(CC)CC.CCN(CC)CC.CCN(CC)CC

Last column: Mulliken charge in e.
Element x y z (Å)
C (0.70, 2.54, 4.93)  -0.582
C (-0.67, 2.25, 5.72)  0.627
O (-1.40, 3.18, 6.17)  -0.559
O (-1.14, 0.91, 5.97)  -0.300
C (-1.97, 0.45, 4.87)  -0.408
C (-1.67, -1.09, 4.44)  -0.452
C (-0.77, -1.19, 3.11)  -0.249
C (-1.34, -0.86, 1.68)  0.901
C (-0.46, -0.96, 0.37)  0.559
C (1.02, -1.38, 0.44)  -0.035
O (1.89, -1.54, -0.68)  -0.534
C (2.29, -0.28, -1.23)  0.688
O (2.30, 0.80, -0.58)  -0.558
C (2.71, -0.30, -2.78)  0.374
C (3.95, -1.17, -3.19)  -0.364
C (4.43, -1.31, -4.68)  -0.509
C (3.64, -0.57, -5.80)  -0.354
C (2.42, 0.32, -5.38)  -0.514
C (1.94, 0.46, -3.89)  -0.287
C (1.60, -1.72, 1.85)  -0.225
C (3.13, -2.19, 1.93)  -1.196
C (4.02, -0.97, 2.49)  -0.087
O (5.46, -1.30, 2.51)  -0.387
C (6.20, -0.31, 1.75)  -0.507
C (7.81, -0.54, 1.86)  0.796
F (8.20, 0.15, 3.08)  -0.304
F (8.03, -1.94, 1.98)  -0.298
C (8.57, 0.08, 0.59)  0.314
F (8.58, -0.93, -0.42)  -0.278
F (7.86, 1.23, 0.10)  -0.176
C (10.06, 0.54, 1.02)  0.791
F (10.75, -0.41, 1.80)  -0.272
F (10.08, 1.81, 1.65)  -0.263
C (10.91, 0.67, -0.38)  0.277
F (11.55, -0.58, -0.61)  -0.277
F (11.86, 1.74, -0.26)  -0.262
C (0.75, -1.65, 3.18)  1.026
P (1.65, -2.16, 4.76)  0.274
C (1.34, -0.95, 6.19)  -0.536
O (0.85, -3.62, 5.27)  -0.547
C (-1.17, -0.63, -1.03)  0.019
O (-0.66, 0.05, -1.95)  -0.497
C (-2.67, -1.21, -1.17)  -0.083
C (-3.16, -1.85, -2.49)  -0.604
C (-4.60, -2.40, -2.54)  -0.721
C (-5.51, -2.29, -1.26)  -0.520
C (-4.99, -1.65, 0.09)  0.584
C (-5.94, -1.61, 1.37)  0.075
Br (-5.06, -2.73, 2.80)  -0.061
C (-7.41, -2.21, 1.14)  -0.742
C (-8.42, -1.91, 2.36)  -0.934
Br (-7.43, -4.21, 0.90)  -0.097
C (-3.55, -1.09, 0.14)  0.234
C (-2.88, -0.43, 1.45)  0.121
O (-3.52, 0.32, 2.23)  -0.538
H (1.57, 2.66, 5.67)  0.292
H (0.96, 1.60, 4.30)  0.083
H (0.60, 3.45, 4.22)  0.310
H (-3.07, 0.49, 5.21)  0.224
H (-1.83, 1.19, 4.00)  0.344
H (-1.17, -1.65, 5.30)  0.093
H (-2.71, -1.56, 4.26)  0.019
H (4.52, -1.72, -2.38)  0.266
H (5.35, -1.94, -4.96)  0.317
H (3.95, -0.68, -6.90)  0.317
H (1.89, 0.85, -6.26)  0.298
H (1.03, 1.11, -3.66)  0.390
H (3.21, -3.09, 2.65)  0.401
H (3.55, -2.51, 0.91)  0.272
H (3.74, -0.74, 3.58)  -0.023
H (3.91, 0.00, 1.88)  0.395
H (5.97, -0.41, 0.62)  0.199
H (6.00, 0.76, 2.12)  0.342
H (10.13, 0.92, -1.19)  0.151
H (2.20, -1.13, 6.95)  0.389
H (1.43, 0.13, 5.84)  -0.150
H (0.37, -1.20, 6.74)  0.367
H (0.16, -3.31, 5.91)  0.332
H (-2.40, -1.90, -3.35)  0.367
H (-5.01, -2.90, -3.50)  0.310
H (-6.57, -2.71, -1.38)  0.172
H (-6.02, -0.50, 1.70)  0.580
H (-7.88, -1.76, 0.20)  0.660
H (-8.15, -2.63, 3.21)  0.209
H (-9.53, -2.13, 2.09)  0.201
H (-8.40, -0.81, 2.68)  0.351
C (-12.31, -3.65, 8.34)  -1.440
C (-11.93, -4.28, 7.00)  -0.304
N (-11.25, -3.36, 6.09)  0.171
C (-11.13, -3.88, 4.73)  -0.518
C (-10.27, -5.13, 4.52)  -0.862
C (-10.05, -2.70, 6.61)  -0.642
C (-8.91, -3.59, 7.09)  -0.967
H (-12.93, -2.76, 8.20)  0.329
H (-12.88, -4.37, 8.93)  0.436
H (-11.43, -3.37, 8.92)  0.304
H (-12.86, -4.61, 6.53)  0.413
H (-11.33, -5.18, 7.19)  0.269
H (-10.77, -3.09, 4.07)  0.156
H (-12.14, -4.11, 4.37)  0.345
H (-9.20, -4.89, 4.56)  0.129
H (-10.46, -5.55, 3.53)  0.275
H (-10.48, -5.91, 5.25)  0.330
H (-10.35, -2.06, 7.44)  0.401
H (-9.67, -2.00, 5.86)  0.315
H (-9.25, -4.44, 7.68)  0.246
H (-8.23, -3.01, 7.72)  0.394
H (-8.31, -3.96, 6.25)  0.232
C (10.49, 3.72, -3.01)  -1.381
C (9.60, 4.86, -3.48)  -0.048
N (8.24, 4.45, -3.79)  0.159
C (7.47, 5.48, -4.48)  -0.526
C (7.17, 6.78, -3.72)  -0.991
C (7.52, 3.75, -2.73)  -0.722
C (7.35, 4.46, -1.39)  -0.974
H (10.52, 2.91, -3.74)  0.373
H (11.51, 4.08, -2.87)  0.482
H (10.16, 3.31, -2.05)  0.101
H (10.06, 5.27, -4.39)  0.234
H (9.62, 5.66, -2.73)  0.196
H (6.52, 5.06, -4.83)  0.359
H (8.01, 5.75, -5.40)  0.236
H (6.39, 6.64, -2.98)  0.246
H (6.82, 7.54, -4.42)  0.418
H (8.06, 7.18, -3.23)  0.265
H (8.03, 2.80, -2.54)  0.269
H (6.53, 3.44, -3.10)  0.366
H (8.25, 4.97, -1.07)  0.213
H (7.09, 3.74, -0.62)  0.348
H (6.53, 5.19, -1.43)  0.358
C (14.15, 5.43, -9.27)  -1.383
C (13.02, 6.44, -9.44)  -0.355
N (11.78, 6.06, -8.76)  0.129
C (10.64, 6.90, -9.14)  -0.670
C (10.69, 8.38, -8.77)  -0.939
C (11.89, 5.77, -7.34)  -0.734
C (12.43, 6.87, -6.43)  -1.052
H (13.84, 4.44, -9.62)  0.327
H (15.01, 5.74, -9.87)  0.429
H (14.48, 5.35, -8.24)  0.282
H (12.82, 6.52, -10.52)  0.437
H (13.38, 7.42, -9.11)  0.265
H (9.72, 6.46, -8.73)  0.341
H (10.52, 6.83, -10.23)  0.393
H (10.49, 8.53, -7.71)  0.199
H (9.91, 8.92, -9.31)  0.399
H (11.64, 8.84, -9.02)  0.263
H (12.52, 4.89, -7.22)  0.311
H (10.91, 5.45, -6.96)  0.369
H (13.29, 7.39, -6.85)  0.360
H (12.75, 6.44, -5.48)  0.369
H (11.67, 7.61, -6.19)  0.244
C (-15.46, -6.29, 1.76)  -1.541
C (-14.04, -5.75, 1.67)  -0.085
N (-13.51, -5.70, 0.31)  0.120
C (-12.08, -5.43, 0.26)  -1.081
C (-11.59, -4.08, 0.78)  -0.109
C (-14.31, -4.96, -0.66)  -0.717
C (-14.61, -3.48, -0.37)  -0.934
H (-15.54, -7.28, 1.31)  0.341
H (-15.76, -6.37, 2.81)  0.452
H (-16.18, -5.63, 1.27)  0.296
H (-13.41, -6.42, 2.26)  0.366
H (-14.00, -4.77, 2.16)  0.173
H (-11.72, -5.57, -0.77)  0.361
H (-11.57, -6.21, 0.84)  0.370
H (-11.79, -3.28, 0.07)  0.330
H (-10.50, -4.11, 0.91)  -0.095
H (-12.02, -3.82, 1.74)  0.149
H (-15.27, -5.47, -0.78)  0.386
H (-13.85, -5.03, -1.65)  0.339
H (-14.88, -3.31, 0.68)  0.228
H (-15.45, -3.15, -0.98)  0.374
H (-13.76, -2.85, -0.62)  0.285

Entry 2:
A cluster of 9 separate species, C61H139N9O9 in total. Source: the OMol25 dataset; level of theory: wB97M-V/def2-TZVPD.

Output
HOMO energy = -7.8051 eV
Energy above the lowest of the compared OMol25 structures with the same formula, charge and spin = 258.9 kcal per mole
Kohn-Sham gap = 7.83 eV
E = -97332.05220 eV
LUMO level = 0.03 eV
Structure (SMILES) = CC1(C)CCCC(C)(C)N1O.CC1(C)CCCC(C)(C)N1O.CC1(C)CCCC(C)(C)N1O.CC1(C)CCCC(C)(C)N1O.CC1(C)CCCC(C)(C)N1O.COC[C@H](C)N.COC[C@H](C)N.COC[C@H](C)N.COC[C@H](C)N

Last column: Mulliken charge in e.
Element x y z (Å)
C (2.82, -9.97, -2.55)  -1.973
C (3.34, -8.90, -3.44)  1.636
C (2.48, -8.78, -4.77)  -1.890
C (3.16, -7.58, -2.58)  -1.164
C (4.21, -7.28, -1.55)  -0.721
C (5.63, -7.32, -2.21)  -1.099
C (5.93, -8.80, -2.97)  1.278
C (7.18, -8.59, -3.83)  -1.848
C (6.25, -9.88, -1.95)  -1.681
N (4.77, -9.16, -3.78)  0.400
O (4.87, -10.26, -4.50)  -0.510
H (1.75, -9.93, -2.35)  0.508
H (3.03, -10.91, -3.06)  0.363
H (3.13, -10.12, -1.51)  0.331
H (2.40, -9.73, -5.30)  0.416
H (1.49, -8.38, -4.56)  0.387
H (3.01, -8.02, -5.35)  0.468
H (3.03, -6.77, -3.30)  0.384
H (2.23, -7.66, -2.01)  0.453
H (4.01, -6.39, -0.96)  0.442
H (4.18, -8.11, -0.83)  0.256
H (6.34, -7.29, -1.38)  0.479
H (5.91, -6.42, -2.75)  0.363
H (6.97, -7.73, -4.46)  0.441
H (7.40, -9.36, -4.57)  0.358
H (8.04, -8.30, -3.23)  0.380
H (7.08, -9.72, -1.27)  0.471
H (6.58, -10.87, -2.27)  0.403
H (5.51, -10.17, -1.20)  0.313
H (4.81, -9.98, -5.41)  0.355
C (4.21, 1.99, -8.34)  -1.756
C (4.97, 0.65, -8.58)  1.414
C (6.34, 0.50, -7.72)  -1.405
C (3.96, -0.51, -8.05)  -1.304
C (2.88, -0.70, -9.10)  -0.653
C (3.43, -1.00, -10.43)  -0.941
C (4.30, 0.12, -11.04)  1.261
C (4.92, -0.47, -12.39)  -1.791
C (3.42, 1.32, -11.51)  -1.618
N (5.38, 0.51, -10.03)  0.152
O (6.22, 1.50, -10.46)  -0.447
H (3.13, 1.96, -8.43)  0.325
H (4.57, 2.26, -7.35)  0.514
H (4.53, 2.75, -9.06)  0.315
H (6.63, 1.23, -6.96)  0.335
H (6.16, -0.35, -7.07)  0.391
H (7.30, 0.44, -8.23)  0.291
H (4.45, -1.48, -8.06)  0.481
H (3.58, -0.28, -7.05)  0.398
H (2.26, -1.54, -8.80)  0.362
H (2.27, 0.20, -9.16)  0.324
H (2.54, -1.17, -11.04)  0.367
H (3.94, -1.95, -10.27)  0.326
H (4.34, -0.61, -13.31)  0.343
H (5.48, -1.37, -12.12)  0.390
H (5.63, 0.30, -12.70)  0.441
H (3.95, 2.21, -11.84)  0.336
H (2.84, 1.71, -10.68)  0.348
H (2.72, 0.98, -12.28)  0.446
H (7.10, 1.10, -10.44)  0.357
C (-12.69, 0.84, -0.85)  -1.854
C (-12.05, -0.62, -0.73)  1.499
C (-13.27, -1.62, -0.85)  -1.617
C (-11.13, -0.81, -2.00)  -1.135
C (-10.03, -1.88, -1.87)  -0.717
C (-9.30, -1.85, -0.56)  -1.201
C (-10.15, -1.66, 0.71)  1.413
C (-10.86, -3.06, 0.97)  -1.371
C (-9.12, -1.41, 1.80)  -2.000
N (-11.12, -0.60, 0.55)  0.115
O (-11.87, -0.47, 1.66)  -0.463
H (-13.11, 0.99, -1.85)  0.399
H (-13.42, 1.05, -0.07)  0.349
H (-11.87, 1.54, -0.72)  0.480
H (-14.03, -1.30, -1.57)  0.444
H (-13.07, -2.64, -1.17)  0.348
H (-13.79, -1.72, 0.10)  0.373
H (-11.86, -1.04, -2.78)  0.371
H (-10.70, 0.14, -2.31)  0.415
H (-10.48, -2.86, -2.00)  0.320
H (-9.29, -1.60, -2.63)  0.422
H (-8.83, -0.87, -0.54)  0.425
H (-8.43, -2.48, -0.37)  0.424
H (-11.31, -3.48, 0.07)  0.291
H (-11.73, -2.98, 1.61)  0.305
H (-10.20, -3.79, 1.45)  0.382
H (-8.53, -2.30, 2.01)  0.385
H (-9.60, -1.08, 2.72)  0.424
H (-8.57, -0.48, 1.62)  0.427
H (-12.35, -1.29, 1.78)  0.352
C (-0.98, -2.15, 1.59)  -1.906
C (-1.29, -0.71, 1.02)  1.536
C (-2.76, -0.52, 0.70)  -1.795
C (-1.06, 0.27, 2.20)  -0.926
C (0.37, 0.56, 2.45)  -0.833
C (1.01, 1.19, 1.14)  -1.334
C (0.81, 0.23, -0.10)  1.549
C (1.09, 1.05, -1.37)  -1.867
C (1.86, -0.96, 0.06)  -1.673
N (-0.52, -0.31, -0.17)  0.498
O (-0.77, -1.14, -1.29)  -0.481
H (-0.16, -2.45, 2.24)  0.302
H (-1.87, -2.43, 2.16)  0.463
H (-0.90, -2.78, 0.71)  0.411
H (-3.20, -0.90, -0.23)  0.376
H (-3.42, -0.92, 1.47)  0.382
H (-2.96, 0.55, 0.66)  0.366
H (-1.63, 1.19, 2.13)  0.381
H (-1.24, -0.28, 3.13)  0.314
H (0.58, 1.31, 3.22)  0.461
H (1.07, -0.20, 2.80)  0.351
H (2.09, 1.30, 1.24)  0.426
H (0.66, 2.19, 0.90)  0.401
H (0.72, 0.54, -2.26)  0.421
H (2.15, 1.21, -1.58)  0.377
H (0.68, 2.06, -1.40)  0.351
H (1.70, -1.79, -0.61)  0.372
H (1.73, -1.38, 1.06)  0.325
H (2.93, -0.75, -0.03)  0.419
H (-1.33, -0.62, -1.88)  0.333
C (1.36, 9.87, 1.90)  -1.656
C (0.62, 8.54, 1.88)  1.299
C (-0.49, 8.43, 0.72)  -1.924
C (1.59, 7.31, 1.64)  -1.060
C (2.29, 6.81, 2.88)  -0.787
C (1.28, 6.59, 4.07)  -1.127
C (0.36, 7.67, 4.42)  1.586
C (-0.91, 7.18, 5.16)  -1.973
C (1.05, 8.49, 5.50)  -1.780
N (-0.14, 8.34, 3.15)  0.425
O (-1.03, 9.38, 3.36)  -0.477
H (1.83, 10.19, 0.97)  0.432
H (0.69, 10.70, 2.11)  0.374
H (2.11, 9.81, 2.69)  0.337
H (-1.22, 9.22, 0.92)  0.459
H (-0.05, 8.85, -0.18)  0.422
H (-1.02, 7.51, 0.48)  0.412
H (1.02, 6.53, 1.13)  0.366
H (2.38, 7.64, 0.98)  0.332
H (2.84, 5.90, 2.63)  0.396
H (2.96, 7.60, 3.20)  0.329
H (1.87, 6.26, 4.92)  0.431
H (0.69, 5.72, 3.81)  0.368
H (-0.62, 6.44, 5.91)  0.420
H (-1.60, 6.66, 4.50)  0.458
H (-1.40, 7.98, 5.71)  0.383
H (1.49, 7.88, 6.29)  0.401
H (0.58, 9.41, 5.85)  0.439
H (1.85, 9.12, 5.11)  0.342
H (-1.81, 8.85, 3.23)  0.372
C (-2.74, -4.30, 7.01)  -0.689
O (-3.49, -3.47, 7.93)  -0.353
C (-4.19, -2.40, 7.29)  -0.741
C (-4.40, -1.28, 8.36)  0.487
C (-3.14, -0.51, 8.59)  -1.339
N (-4.87, -1.86, 9.64)  -0.791
H (-3.11, -5.31, 6.82)  0.288
H (-1.78, -4.57, 7.45)  0.282
H (-2.47, -3.88, 6.04)  0.223
H (-3.65, -2.00, 6.44)  0.366
H (-5.11, -2.71, 6.80)  0.385
H (-5.17, -0.65, 7.92)  0.305
H (-3.33, 0.47, 9.01)  0.351
H (-2.53, -0.26, 7.72)  0.298
H (-2.47, -0.98, 9.30)  0.297
H (-4.16, -2.34, 10.17)  0.314
H (-5.24, -2.68, 9.18)  0.316
C (4.96, 2.27, 6.66)  -0.798
O (4.55, 3.17, 7.58)  -0.290
C (4.25, 2.52, 8.84)  -0.970
C (3.58, 3.37, 9.90)  0.393
C (2.43, 4.10, 9.37)  -1.256
N (4.57, 4.18, 10.49)  -0.730
H (4.15, 1.56, 6.51)  0.337
H (5.85, 1.66, 6.81)  0.285
H (4.95, 2.94, 5.81)  0.264
H (3.50, 1.73, 8.71)  0.458
H (5.08, 1.90, 9.19)  0.502
H (3.38, 2.66, 10.71)  0.243
H (2.91, 4.68, 8.58)  0.294
H (2.15, 4.77, 10.18)  0.362
H (1.62, 3.44, 9.06)  0.343
H (4.51, 5.13, 10.15)  0.287
H (5.45, 3.88, 10.09)  0.278
C (9.46, -1.34, -0.06)  -0.794
O (8.69, -2.46, 0.39)  -0.276
C (8.24, -2.22, 1.72)  -0.700
C (7.60, -3.54, 2.23)  0.331
C (7.25, -3.45, 3.75)  -1.540
N (8.47, -4.63, 2.12)  -0.716
H (10.43, -1.02, 0.34)  0.308
H (8.77, -0.51, -0.17)  0.325
H (9.66, -1.82, -1.02)  0.252
H (9.11, -2.02, 2.34)  0.314
H (7.51, -1.42, 1.85)  0.384
H (6.64, -3.71, 1.74)  0.327
H (6.96, -4.44, 4.11)  0.368
H (6.46, -2.76, 4.06)  0.383
H (8.09, -3.07, 4.33)  0.346
H (9.36, -4.36, 2.52)  0.280
H (8.52, -4.48, 1.12)  0.409
C (-3.77, 3.99, -2.44)  -0.781
O (-4.77, 4.79, -2.88)  -0.332
C (-5.71, 4.97, -1.80)  -0.883
C (-6.92, 5.83, -2.23)  0.520
C (-7.66, 5.46, -3.46)  -1.353
N (-6.31, 7.12, -2.42)  -0.738
H (-3.31, 4.33, -1.51)  0.299
H (-2.98, 3.85, -3.18)  0.303
H (-4.11, 2.96, -2.38)  0.320
H (-6.08, 4.03, -1.39)  0.436
H (-5.24, 5.39, -0.90)  0.440
H (-7.72, 5.75, -1.49)  0.266
H (-7.86, 4.40, -3.61)  0.317
H (-7.05, 5.76, -4.31)  0.296
H (-8.61, 6.00, -3.47)  0.355
H (-5.63, 7.31, -1.69)  0.262
H (-5.77, 7.30, -3.25)  0.273